The following is a DFT calculation (the ωB97M-V functional and the def2-TZVPD basis) of 8 unconnected molecules or ions with the total composition C12H43N3O8.

The geometry in XYZ format:
```
66
Properties=species:S:1:pos:R:3:nbo_charge:R:1
C -2.726 6.234 2.664 -0.25
O -2.728 4.868 3.107 -0.54
C -2.110 4.012 2.183 -0.08
C -1.861 2.667 2.712 -0.07
C -0.672 2.656 3.703 -0.62
N -1.558 1.689 1.580 -0.86
H -3.126 6.388 1.663 0.17
H -1.705 6.633 2.600 0.17
H -3.405 6.734 3.360 0.20
H -2.711 3.888 1.273 0.16
H -1.177 4.443 1.759 0.16
H -2.767 2.310 3.226 0.19
H -0.759 3.374 4.539 0.22
H 0.218 2.879 3.117 0.20
H -0.466 1.655 4.092 0.21
H -0.826 2.047 0.985 0.36
H -2.397 1.471 1.084 0.37
C -1.691 -2.982 -6.670 -0.24
O -1.138 -2.623 -5.435 -0.54
C 0.260 -2.670 -5.379 -0.06
C 0.765 -2.709 -4.003 -0.07
C 0.369 -1.520 -3.157 -0.63
N 2.260 -2.878 -4.073 -0.83
H -2.775 -2.874 -6.573 0.19
H -1.470 -4.024 -6.934 0.17
H -1.343 -2.290 -7.450 0.17
H 0.679 -3.499 -5.942 0.18
H 0.726 -1.811 -5.892 0.15
H 0.388 -3.599 -3.478 0.18
H 0.629 -0.545 -3.570 0.22
H 0.865 -1.633 -2.193 0.20
H -0.715 -1.446 -2.969 0.22
H 2.668 -2.743 -3.157 0.35
H 2.671 -2.109 -4.587 0.35
C 1.215 -3.010 3.991 -0.25
O 0.642 -2.216 2.997 -0.58
C -0.334 -2.965 2.214 -0.07
C -0.439 -2.225 0.887 -0.09
C -1.152 -3.050 -0.131 -0.62
N 0.876 -1.816 0.311 -0.86
H 1.749 -3.866 3.575 0.17
H 0.479 -3.415 4.698 0.17
H 1.972 -2.449 4.543 0.19
H 0.126 -3.945 2.018 0.17
H -1.279 -3.075 2.775 0.19
H -0.986 -1.276 0.999 0.21
H -1.457 -2.456 -1.002 0.23
H -2.095 -3.386 0.323 0.22
H -0.581 -3.909 -0.500 0.20
H 1.259 -2.518 -0.290 0.36
H 1.539 -1.552 1.019 0.37
O -0.762 2.012 -1.834 -0.97
H -0.529 2.932 -1.946 0.47
H -0.086 1.672 -1.227 0.49
O 3.140 2.853 -0.880 -0.99
H 3.352 3.103 0.024 0.49
H 2.400 2.238 -0.788 0.48
O 2.041 0.356 2.824 -0.98
H 2.760 -0.228 2.544 0.48
H 1.356 -0.248 3.161 0.51
O 3.010 2.939 1.927 -0.97
H 3.652 3.124 2.620 0.47
H 2.615 2.093 2.156 0.49
O 1.145 1.074 0.049 -1.00
H 1.034 0.155 -0.235 0.51
H 0.970 1.062 0.994 0.50
```

The calculation puts the frontier orbital gap at 9.67 eV. As for the SMILES: COC[C@H](C)N.COC[C@H](C)N.COC[C@H](C)N.O.O.O.O.O. The value obtained for the molecular weight is 357.5 g/mol. The electronic energy is -1249.1316 a.u. Its max |F| is 0.048 Eh/bohr.